# 1
Formula: C28H32N6RhSe
Source: OMol25
Level of theory: ωB97M-V/def2-TZVPD

Geometry (Å):
Rh: -0.8359 -0.1421 0.8164
C: -0.4472 -1.5723 5.0383
C: -0.1041 -0.3968 5.6840
C: 0.0106 0.7801 4.9695
C: -0.1889 0.7889 3.5858
C: -0.5456 -0.4039 2.9321
C: -0.6938 -1.5660 3.6658
C: -0.0646 1.9834 2.7683
C: 0.6212 3.1341 3.1771
C: 0.6555 4.2400 2.3681
C: 0.0065 4.2091 1.1151
C: -0.0012 5.3031 0.2354
C: -0.6068 5.2075 -0.9949
C: -1.2568 4.0284 -1.3642
C: -1.2989 2.9515 -0.5070
C: -0.6481 3.0037 0.7363
N: -0.6647 1.9269 1.5610
H: -0.5263 -2.4918 5.6019
H: 0.0627 -0.3931 6.7518
H: 0.2355 1.6991 5.4895
H: -0.9715 -2.4976 3.1844
H: 1.1168 3.1323 4.1336
H: 1.1609 5.1441 2.6650
H: 0.4868 6.2163 0.5448
H: -0.5834 6.0432 -1.6777
H: -1.7283 3.9587 -2.3346
H: -1.8371 2.0495 -0.7719
C: -1.8012 0.6223 -4.0321
N: -2.9268 0.4062 -3.1427
C: -4.2401 0.7781 -3.6250
C: -2.6913 -0.1243 -1.9094
N: -1.5215 -0.3529 -1.4176
N: -3.8172 -0.4183 -1.1562
C: -3.8569 -0.9227 0.1186
N: -5.1011 -1.2834 0.5286
N: -2.8179 -1.0597 0.8747
H: -2.1659 0.9752 -4.9928
H: -1.2463 -0.3048 -4.2013
H: -1.1206 1.3799 -3.6313
H: -4.1270 1.5099 -4.4234
H: -4.8329 1.2639 -2.8487
H: -4.7957 -0.0750 -4.0326
H: -0.7623 -0.1290 -2.0491
H: -4.7005 -0.3791 -1.6402
H: -5.9180 -1.1374 -0.0341
H: -5.2322 -1.6541 1.4519
H: -3.0408 -1.4367 1.7925
C: 5.4641 -4.4310 -2.2284
C: 4.5021 -3.4785 -1.6008
C: 4.8630 -2.1555 -1.3674
C: 3.9888 -1.2506 -0.7944
C: 4.4330 0.1564 -0.5433
C: 2.6926 -1.6811 -0.4475
Se: 1.5058 -0.3765 0.3048
C: 2.3117 -3.0170 -0.6586
C: 0.9641 -3.5474 -0.2766
C: 3.2260 -3.8888 -1.2319
H: 6.3966 -3.9341 -2.4757
H: 5.0456 -4.8533 -3.1396
H: 5.6815 -5.2572 -1.5542
H: 5.8549 -1.8281 -1.6469
H: 5.3860 0.3532 -1.0276
H: 4.5500 0.3290 0.5282
H: 3.6993 0.8733 -0.9158
H: 0.2627 -2.7492 -0.0112
H: 1.0625 -4.2171 0.5780
H: 0.5415 -4.1245 -1.0973
H: 2.9313 -4.9166 -1.3970

M (g/mol): 634.47
ΔE to the lowest compared entry with this formula, charge and spin (kJ/mol): 9.3
Net charge: +1
Multiplicity: 5
Total energy (eV): -106844.1007

***

# 2
Formula: C28H32N8OOsS4
Source: OMol25
Level of theory: ωB97M-V/def2-TZVPD

Geometry (Å):
Os: -1.6622 1.3509 1.0373
C: -4.3456 1.2520 3.1997
C: -3.2202 1.4365 4.1898
S: -1.7044 2.1340 3.4730
C: -2.1076 3.9142 3.4257
C: -2.7619 4.3564 2.1368
S: -1.6064 3.7414 0.9239
C: -2.1784 4.2512 -0.6818
C: -3.3760 3.4922 -1.1694
S: -3.2060 1.6975 -0.8757
C: -4.8586 1.3748 -0.1853
C: -4.8126 0.1192 0.6250
S: -3.6013 0.2371 1.9295
H: -4.7498 2.1819 2.8034
H: -5.1609 0.6840 3.6531
H: -2.9127 0.4784 4.6119
H: -3.5077 2.0812 5.0208
H: -1.1532 4.4230 3.5626
H: -2.7228 4.1253 4.3004
H: -2.8038 5.4459 2.0709
H: -3.7649 3.9596 1.9896
H: -1.3163 4.0885 -1.3314
H: -2.3570 5.3283 -0.6587
H: -3.4628 3.6283 -2.2484
H: -4.3144 3.8140 -0.7216
H: -5.5500 1.2482 -1.0211
H: -5.1682 2.2496 0.3849
H: -4.4985 -0.7376 0.0248
H: -5.7825 -0.1264 1.0617
C: -0.0019 -4.1026 1.3442
N: -0.5578 -2.7965 0.8940
C: -0.6501 -1.6594 1.5717
N: -1.2036 -0.7280 0.7899
C: -1.4475 -1.4043 -0.3809
N: -1.0553 -2.6472 -0.3506
C: 0.7173 -4.8124 0.2212
C: 0.4227 -6.1289 -0.1637
C: 1.1151 -6.7534 -1.2069
C: 2.0787 -6.0686 -1.9148
C: 2.3728 -4.7370 -1.5371
C: 1.6973 -4.1353 -0.4529
C: 3.3135 -3.9565 -2.2254
N: 4.0713 -4.2330 -3.3202
N: 4.7456 -3.1479 -3.6105
C: 4.4037 -2.2035 -2.6939
O: 3.5155 -2.6942 -1.8166
C: 4.7867 -0.8586 -2.5718
C: 5.6899 -0.2493 -3.4741
C: 5.9854 1.0866 -3.3060
C: 5.3842 1.8222 -2.2795
C: 4.4984 1.2191 -1.3737
C: 3.8431 1.9694 -0.2385
N: 2.3589 1.8946 -0.3182
C: 1.4858 1.7641 0.6716
N: 0.2507 1.7252 0.1624
C: 0.4640 1.8529 -1.1882
N: 1.7252 1.9417 -1.5070
C: 4.2154 -0.1120 -1.5181
H: -0.8191 -4.6946 1.7517
H: 0.6993 -3.8816 2.1491
H: -0.3225 -1.5279 2.5912
H: -1.8891 -0.9560 -1.2570
H: -0.3517 -6.6834 0.3543
H: 0.8884 -7.7800 -1.4598
H: 2.6055 -6.5322 -2.7395
H: 1.9569 -3.1262 -0.1619
H: 6.1368 -0.8277 -4.2730
H: 6.6870 1.5710 -3.9712
H: 5.6206 2.8761 -2.1838
H: 4.1267 3.0198 -0.2176
H: 4.1242 1.5157 0.7117
H: 1.7493 1.7099 1.7164
H: -0.3210 1.8431 -1.9279
H: 3.5500 -0.6030 -0.8202

M (g/mol): 815.12
ΔE to the lowest compared entry with this formula, charge and spin (kJ/mol): 0.0
Net charge: +4
Total energy (eV): -89291.9824

***

# 3
Formula: C28H32NO9PSV
Source: OMol25
Level of theory: ωB97M-V/def2-TZVPD

Geometry (Å):
V: -0.7644 -0.2081 -0.3333
O: -2.5512 3.1000 -0.9496
C: -3.5812 2.1356 -1.0564
C: -3.7738 1.2820 0.1838
N: -2.6649 0.3900 0.5744
C: -1.5019 1.0457 1.1392
C: 0.4412 -0.6344 1.3885
O: 0.6553 -0.9973 2.4363
O: 2.7802 0.1726 1.0637
C: -3.1455 -0.7476 1.3688
C: -2.3466 -2.0458 1.1869
O: -2.7200 -3.0315 1.7969
O: -1.3389 -1.9804 0.3838
H: -1.7874 2.7435 -1.4294
H: -3.4309 1.4972 -1.9272
H: -4.5252 2.6684 -1.2134
H: -4.6461 0.6561 -0.0162
H: -4.0170 1.9296 1.0363
H: -1.4019 0.8961 2.2146
H: -1.4582 2.0960 0.8641
H: -4.1691 -0.9806 1.0825
H: -3.1578 -0.5087 2.4386
O: -2.3108 0.7847 -3.9736
S: -1.3396 0.2984 -3.0339
O: -1.8431 -0.7276 -2.0797
O: -0.7317 1.3456 -2.1714
C: -0.0840 -0.5751 -3.9239
C: -0.3823 -0.8939 -5.2416
C: 0.4427 -1.7644 -5.9350
C: 1.5307 -2.3242 -5.2835
C: 1.8177 -1.9797 -3.9695
C: 1.0392 -1.0714 -3.2505
P: 1.5708 -0.2820 -1.5478
C: 2.7112 -1.6440 -1.1320
C: 2.1471 -2.8783 -0.8254
C: 2.9535 -3.9522 -0.4742
C: 4.3327 -3.8010 -0.4340
C: 4.8984 -2.5659 -0.7244
C: 4.0900 -1.4889 -1.0572
C: 2.3680 1.0880 -2.5136
C: 2.0094 2.4156 -2.2881
C: 2.6280 3.4434 -2.9837
C: 3.6297 3.1668 -3.9040
C: 4.0036 1.8502 -4.1257
C: 3.3719 0.8214 -3.4397
H: -1.2677 -0.4729 -5.6974
H: 0.2236 -2.0184 -6.9643
H: 2.1700 -3.0282 -5.8036
H: 2.6857 -2.4223 -3.4952
H: 1.0685 -3.0028 -0.8542
H: 2.5007 -4.9044 -0.2273
H: 4.9636 -4.6381 -0.1605
H: 5.9730 -2.4361 -0.6739
H: 4.5226 -0.5124 -1.2357
H: 1.2417 2.6439 -1.5652
H: 2.3251 4.4674 -2.8010
H: 4.1131 3.9712 -4.4450
H: 4.7836 1.6170 -4.8407
H: 3.6664 -0.2006 -3.6409
C: 3.6661 0.3546 3.2007
C: 3.3129 1.1542 1.9540
C: 4.5641 1.7796 1.3444
C: 2.2667 2.2213 2.2657
O: 2.4877 0.8306 -0.1780
H: 4.1197 1.0083 3.9481
H: 4.3742 -0.4367 2.9489
H: 2.7743 -0.1029 3.6294
H: 5.0221 2.4763 2.0508
H: 4.3115 2.3108 0.4281
H: 5.2879 0.9980 1.1036
H: 2.6757 2.9687 2.9496
H: 1.3898 1.7697 2.7349
H: 1.9560 2.7130 1.3454

M (g/mol): 640.55
ΔE to the lowest compared entry with this formula, charge and spin (kJ/mol): 604.8
Net charge: -1
Multiplicity: 3
Total energy (eV): -95285.5122

***

What did the third record say?
Formula: C28H32NO9PSV
Source: OMol25
Level of theory: ωB97M-V/def2-TZVPD

Geometry (Å):
V: -0.7644 -0.2081 -0.3333
O: -2.5512 3.1000 -0.9496
C: -3.5812 2.1356 -1.0564
C: -3.7738 1.2820 0.1838
N: -2.6649 0.3900 0.5744
C: -1.5019 1.0457 1.1392
C: 0.4412 -0.6344 1.3885
O: 0.6553 -0.9973 2.4363
O: 2.7802 0.1726 1.0637
C: -3.1455 -0.7476 1.3688
C: -2.3466 -2.0458 1.1869
O: -2.7200 -3.0315 1.7969
O: -1.3389 -1.9804 0.3838
H: -1.7874 2.7435 -1.4294
H: -3.4309 1.4972 -1.9272
H: -4.5252 2.6684 -1.2134
H: -4.6461 0.6561 -0.0162
H: -4.0170 1.9296 1.0363
H: -1.4019 0.8961 2.2146
H: -1.4582 2.0960 0.8641
H: -4.1691 -0.9806 1.0825
H: -3.1578 -0.5087 2.4386
O: -2.3108 0.7847 -3.9736
S: -1.3396 0.2984 -3.0339
O: -1.8431 -0.7276 -2.0797
O: -0.7317 1.3456 -2.1714
C: -0.0840 -0.5751 -3.9239
C: -0.3823 -0.8939 -5.2416
C: 0.4427 -1.7644 -5.9350
C: 1.5307 -2.3242 -5.2835
C: 1.8177 -1.9797 -3.9695
C: 1.0392 -1.0714 -3.2505
P: 1.5708 -0.2820 -1.5478
C: 2.7112 -1.6440 -1.1320
C: 2.1471 -2.8783 -0.8254
C: 2.9535 -3.9522 -0.4742
C: 4.3327 -3.8010 -0.4340
C: 4.8984 -2.5659 -0.7244
C: 4.0900 -1.4889 -1.0572
C: 2.3680 1.0880 -2.5136
C: 2.0094 2.4156 -2.2881
C: 2.6280 3.4434 -2.9837
C: 3.6297 3.1668 -3.9040
C: 4.0036 1.8502 -4.1257
C: 3.3719 0.8214 -3.4397
H: -1.2677 -0.4729 -5.6974
H: 0.2236 -2.0184 -6.9643
H: 2.1700 -3.0282 -5.8036
H: 2.6857 -2.4223 -3.4952
H: 1.0685 -3.0028 -0.8542
H: 2.5007 -4.9044 -0.2273
H: 4.9636 -4.6381 -0.1605
H: 5.9730 -2.4361 -0.6739
H: 4.5226 -0.5124 -1.2357
H: 1.2417 2.6439 -1.5652
H: 2.3251 4.4674 -2.8010
H: 4.1131 3.9712 -4.4450
H: 4.7836 1.6170 -4.8407
H: 3.6664 -0.2006 -3.6409
C: 3.6661 0.3546 3.2007
C: 3.3129 1.1542 1.9540
C: 4.5641 1.7796 1.3444
C: 2.2667 2.2213 2.2657
O: 2.4877 0.8306 -0.1780
H: 4.1197 1.0083 3.9481
H: 4.3742 -0.4367 2.9489
H: 2.7743 -0.1029 3.6294
H: 5.0221 2.4763 2.0508
H: 4.3115 2.3108 0.4281
H: 5.2879 0.9980 1.1036
H: 2.6757 2.9687 2.9496
H: 1.3898 1.7697 2.7349
H: 1.9560 2.7130 1.3454

M (g/mol): 640.55
ΔE to the lowest compared entry with this formula, charge and spin (kJ/mol): 604.8
Net charge: -1
Multiplicity: 3
Total energy (eV): -95285.5122